Entry 1:
Formula: C11H20N2O5
Source: OMol25
Level of theory: ωB97M-V/def2-TZVPD

For the calculated total energy, the calculation gives -916.89765 a.u. The calculation puts the HOMO-LUMO gap (alpha / beta) at 7.87 / 7.87 eV.

```
! wB97M-V def2-TZVPD RIJCOSX def2/J DEFGRID3
* xyz -1 2
C 1.1375 1.0162 -3.2324
H 3.0301 0.5051 5.2401
H -2.6993 -0.5071 -1.7867
C -1.2582 -0.0537 0.5590
H 1.1280 -2.4887 0.2736
H 1.9377 1.5407 -2.7097
H 3.0162 0.1046 3.6297
O 2.3203 2.6215 3.7760
C -1.1498 -1.8818 -1.1337
C -0.1398 0.2371 4.5855
H -0.1843 -2.2488 1.4347
H -1.9664 0.5070 -0.0508
H 0.0299 2.7645 -1.9713
H -1.5819 2.0950 -2.2219
H -1.8446 -2.4288 -0.4953
C 0.0344 0.5965 -2.2706
O 0.4889 1.5521 4.2514
H -0.3767 -0.9556 -3.6915
H -0.4993 -2.6284 -1.6021
O -0.4064 -0.4247 3.5700
C -1.9109 -1.1251 -2.2224
N 2.4678 0.4049 4.4148
O 1.6141 -0.8876 -1.5205
H 0.7061 1.6929 -3.9706
C -0.3156 -0.9500 -0.2612
C 1.7768 1.6072 4.1193
C -0.6129 1.9111 -1.7550
O -0.3504 0.1031 5.7759
N 0.6199 -0.1708 -1.1353
C 0.4933 -1.7422 0.7524
H -1.8467 -0.6769 1.2281
C -0.9544 -0.2740 -3.0592
H 1.1129 -1.0812 1.3541
H -0.7518 1.9237 -0.6800
H -0.7029 0.6415 1.1855
H 1.5705 0.1704 -3.7629
H -2.4151 -1.8395 -2.8783
H -1.5171 0.3699 -3.7384
*
```

Results of the natural (NBO) charge analysis, in e, for atoms 1 through 4: -0.596 0.377 0.198 -0.631

***

Entry 2:
Formula: C11H20N2O5S4TeTi
Source: OMol25
Level of theory: ωB97M-V/def2-TZVPD

For the calculated total energy, the calculation gives -3627.06322 a.u. The calculation puts the HOMO-LUMO gap (alpha / beta) at 7.32 / 7.32 eV.

```
! wB97M-V def2-TZVPD RIJCOSX def2/J DEFGRID3
* xyz 0 1
C 1.2413 -3.1864 0.9529
H -2.2844 0.1591 2.1985
C 2.4256 -1.8019 -0.5372
H 0.8911 -2.2423 -1.9061
S -1.3509 4.8801 1.1629
C -2.3984 -0.2184 1.1192
O 0.4306 -0.3568 -1.1263
N 2.6229 0.4487 1.8822
H -3.4830 -0.1625 0.8235
C -0.4936 3.7144 -1.0706
Te 3.8969 1.9395 -1.4097
H -2.8188 -2.2101 1.7283
H 0.7704 1.3052 1.8600
S -2.1474 3.9970 -1.5517
S 0.5450 3.0882 -2.3252
C -1.7772 0.6003 -1.0234
H -1.3060 -1.4409 -1.4524
S 1.4895 3.7911 0.7718
N 1.3346 0.6927 1.2503
H -0.4352 -2.9307 -0.3655
Ti 1.6127 1.9019 -0.6045
C 1.4238 -1.3477 -1.5717
C -0.2565 -3.0790 0.7133
O -0.7585 -1.9815 1.4846
O -3.6349 5.5443 -0.0609
H -2.8383 0.3538 -1.2181
H 1.7163 -4.0432 0.3679
H 1.4135 -3.5156 1.9673
H -0.7603 -3.9900 0.9304
O -1.6312 0.6788 0.3722
C -2.6155 4.9495 -0.1301
H -2.2304 -2.0959 0.0415
H 2.8961 -2.6659 -1.0285
H 2.6715 -0.5258 2.0644
H 3.3439 0.8039 1.2898
H -1.4663 1.5745 -1.4323
H 0.7975 -0.1495 1.1798
O 1.9597 -1.9866 0.7545
H 3.2083 -1.0915 -0.5219
H 1.9751 -0.9052 -2.3951
C -0.1393 4.0237 0.2078
H -0.8756 -0.3736 -2.7708
C -2.0982 -1.7061 1.0491
C -0.8663 -0.4397 -1.6701
*
```

Results of the natural (NBO) charge analysis, in e, for atoms 1 through 4: -0.086 0.208 -0.099 0.177

***

Entry 3:
Formula: C11H20N3
Source: OMol25
Level of theory: ωB97M-V/def2-TZVPD

For the calculated total energy, the calculation gives -594.90579 a.u. The calculation puts the HOMO-LUMO gap (alpha / beta) at 6.23 / 7.20 eV.

```
! wB97M-V def2-TZVPD RIJCOSX def2/J DEFGRID3
* xyz 1 3
H 3.2539 0.3449 0.3997
H 0.2700 2.7770 -0.3472
H -0.2014 -3.7081 -0.3018
C 1.3845 -0.4246 -2.5774
C -0.7421 2.3802 0.1152
H -1.4560 1.9991 -1.7567
H 2.2984 -0.1856 -3.1388
H 1.2652 -1.5132 -2.6892
N 0.4180 -2.9228 -0.2709
C -1.9916 2.5642 -0.8201
H -2.7992 1.9191 -0.4304
H -1.6933 -0.8027 2.9131
H 3.7005 0.0342 -1.2823
H -0.2173 -3.7718 2.1430
H -2.2071 3.5913 -1.0618
H 0.5260 0.0984 -3.1338
C 0.3905 0.2159 -0.3895
H 2.7868 -1.2631 -0.3069
C 2.8830 -0.2033 -0.5247
N -1.0355 0.4544 1.5149
H -1.9469 -3.0248 2.6170
H 1.5763 1.3023 -1.5215
C -1.0686 -0.7089 1.9918
H -0.8283 4.1495 1.1399
C 0.0629 -1.7938 0.3178
H 1.0339 -2.8191 -0.9859
H -0.2758 2.9042 2.1479
H -1.5655 -3.7284 0.9418
C -1.1954 -3.2268 1.7938
C -0.9721 3.1210 1.3868
N -0.7836 -1.8924 1.2931
C -0.4414 0.8898 0.3883
H -1.9778 2.9382 1.6433
C 1.5489 0.3055 -1.2084
*
```

Results of the natural (NBO) charge analysis, in e, for atoms 1 through 4: 0.239 0.198 0.398 -0.597

***

Entry 4:
Formula: C11H21BaN2O
Source: OMol25
Level of theory: ωB97M-V/def2-TZVPD

For the calculated total energy, the calculation gives -641.77424 a.u. The calculation puts the HOMO-LUMO gap at 6.62 eV.

```
! wB97M-V def2-TZVPD RIJCOSX def2/J DEFGRID3
* xyz 1 1
H 1.6733 1.5454 -4.5049
C -2.3459 -1.0806 -2.4624
H 0.2595 2.2742 6.4949
C -1.5137 -3.0070 -0.4559
C 2.0224 1.6537 -3.4771
H 1.3353 -0.7131 -4.3271
C -2.4378 -3.4410 -1.4813
H -3.1958 -0.7285 -1.8647
C 0.4514 3.4681 4.7056
H -2.3456 -0.4263 -3.3314
C -2.4588 -2.5748 -2.7352
H 0.5684 3.2315 3.6470
H -2.0227 -4.4264 -1.7390
H -1.4563 -0.8424 -1.8738
H 2.5460 -1.2377 -3.1318
H 1.8555 2.6555 -3.0866
H -1.6180 -2.8834 -3.3626
H 0.8614 -1.5482 -2.7850
C 0.3915 0.9000 4.9440
Ba 1.8225 -1.3571 0.5803
H 1.8853 2.2756 5.8188
C 0.8293 2.2517 5.5648
N 0.9755 0.6817 2.4066
H 0.9354 0.1027 5.4515
H -3.4289 -3.6239 -1.0648
H 0.3049 0.7461 -2.6352
C 1.5364 -0.8269 -3.2599
C 1.3992 0.5665 -2.6225
H -0.6873 0.7955 5.0442
C 0.7047 0.7597 3.5165
H 3.1161 1.5636 -3.5175
H 0.9823 4.3464 5.0567
O 1.7912 0.5813 -1.2858
H -3.3585 -2.7355 -3.3262
H -0.6174 3.6974 4.7713
N -0.7609 -2.6436 0.3286
*
```

Results of the Löwdin charge analysis, in e, for atoms 1 through 4: 0.073 -0.102 0.111 -0.205

***

Entry 5:
Formula: C11H21F3NO4S
Source: OMol25
Level of theory: ωB97M-V/def2-TZVPD

The SMILES is COCCCCC[C@H]1C[N@H+](S(=O)(=O)C(F)(F)F)CCO1. For the calculated total energy, the calculation gives -1484.91620 a.u. The calculation puts the HOMO-LUMO gap at 9.12 eV.

```
! wB97M-V def2-TZVPD RIJCOSX def2/J DEFGRID3
* xyz 1 1
H 1.1730 -0.8600 -1.5632
S -1.9343 1.8265 -1.3110
H 4.0324 -0.4496 -0.6242
H 2.4728 -2.0372 -1.6311
H -3.7221 0.8135 -0.3962
H 3.2128 0.3169 -1.9897
H 4.4532 1.4745 0.4779
O 2.5558 0.9179 -0.1320
H 0.6279 -3.3707 1.3141
F 0.0069 2.3929 0.4297
C 3.5105 1.9201 0.1516
H 3.1170 2.5375 0.9560
O -1.0692 1.0387 -2.0992
C -2.6330 0.9037 1.3552
F -0.2591 3.7265 -1.2566
C -1.1259 -1.1911 0.1868
O -3.0396 2.5583 -1.7991
C -1.4831 0.1574 2.0356
H 1.1446 -3.7265 -0.3136
H -3.2331 -1.3541 -0.0461
C 3.0596 -0.0940 -0.9851
C -2.4153 -0.7813 -0.4877
C 1.7116 -1.7740 0.3526
H -3.5862 0.5499 1.7452
H -1.4080 -3.2706 0.2200
C -0.6757 -2.5813 -0.2070
H -1.7134 0.1428 3.0998
H 3.6974 2.5530 -0.7215
H -0.7295 -2.6872 -1.2915
H -2.4335 -0.9106 -1.5654
C 2.0532 -1.2287 -1.0282
H -0.5334 0.6762 1.9094
H 1.3369 -0.9890 1.0106
C -0.8630 3.0298 -0.3146
N -2.7390 0.6679 -0.1528
H -0.3486 -0.4502 -0.0261
O -1.3750 -1.1675 1.5924
H 2.6428 -2.1165 0.8113
H -2.5806 1.9704 1.5508
C 0.7290 -2.9404 0.3191
F -1.6370 3.8060 0.4235
*
```

Results of the natural (NBO) charge analysis, in e, for atoms 1 through 4: 0.189 2.151 0.170 0.219

***

Entry 6:
Formula: C11H21F3NO7S3
Source: OMol25
Level of theory: ωB97M-V/def2-TZVPD

For the calculated total energy, the calculation gives -2507.15277 a.u. The calculation puts the HOMO-LUMO gap at 7.54 eV.

```
! wB97M-V def2-TZVPD RIJCOSX def2/J DEFGRID3
* xyz -1 1
S 3.0657 1.8607 0.6725
O 1.9086 -3.7257 -1.1662
C 5.6520 0.4350 0.9553
C -2.8149 4.1614 -2.7316
F -0.8930 3.6511 1.4182
C -0.4087 -2.3885 -0.4809
C -2.3457 2.5182 -0.1362
H 6.4777 0.6947 1.7768
H -2.7306 -3.2407 -1.2378
C -4.1074 -2.7578 0.5129
O 3.6273 -0.9373 -1.0597
O -3.5081 2.1741 -0.3341
H -0.1778 -1.2212 -0.5454
H -3.1516 4.1936 -3.7716
O -1.4859 2.9114 -1.1301
N 2.1246 -2.0092 1.0134
H -2.5591 -4.4076 0.2356
H 2.6080 1.5484 -0.6330
H 6.2749 -0.0163 0.0431
O -1.4857 -2.5809 0.4997
F -2.5069 2.4609 2.2706
H 5.3386 2.1537 -0.5512
C -2.6589 -3.2580 -0.0703
H -2.2107 5.0509 -2.5260
S 1.2166 -3.1983 0.1132
H -4.9598 -1.3533 2.0934
F -0.7877 1.4733 1.3623
O 0.8554 -4.3399 1.1331
C -1.6414 2.5279 1.2196
O 4.5679 -2.9810 0.1030
H -3.1093 -1.0707 1.8751
H 5.3479 -1.4542 2.1940
H -4.8331 -2.6285 -0.4260
H -2.6112 1.9973 -2.6421
H -0.6138 -2.8272 -1.5456
H -4.3999 -0.4672 0.5139
C 4.9393 1.8481 0.5276
H 5.3345 2.6972 1.2543
C -2.0154 2.8994 -2.4647
C -4.0879 -1.3093 1.2799
H -3.6937 4.2169 -2.0813
H -1.1587 2.8587 -3.1454
C 4.6457 -0.6765 1.6220
H 3.9249 -0.2462 2.4550
H -4.6500 -3.5348 1.2163
S 3.6971 -1.7028 0.3182
*
```

Results of the natural (NBO) charge analysis, in e, for atoms 1 through 4: -0.087 -0.924 -0.431 -0.637